[1]
Molecular formula: C5H8O2
Method: DFT, ωB97M-V with the def2-TZVPD basis set

Each line ends with the natural charge from an NBO analysis.
Positions of all 15 atoms, in Å:
C (-1.805, -0.273, -0.324)  -0.64
C (-0.690, 0.738, -0.082)  0.08
O (-0.423, 0.821, 1.344)  -0.51
C (0.911, 0.406, 1.133)  0.08
C (1.005, -0.934, 0.419)  -0.48
C (0.796, 0.337, -0.345)  0.19
O (1.596, 0.888, -1.329)  -0.68
H (-1.381, -1.279, -0.399)  0.20
H (-2.473, -0.298, 0.544)  0.23
H (-2.394, -0.067, -1.221)  0.22
H (-0.896, 1.732, -0.494)  0.19
H (1.674, 0.791, 1.802)  0.21
H (0.175, -1.637, 0.432)  0.21
H (1.977, -1.416, 0.431)  0.23
H (1.928, 0.190, -1.909)  0.48

Values from the calculation:
Maximum force in eV/Å: 0.46
Relative energy (zero: lowest compared OMol25 entry of this formula, charge and spin) in kJ/mol: 263.9
DFT total energy in hartree: -345.7045
Spin multiplicity: 1
E_HOMO in eV: -9.06



[2]
Molecular formula: C4H6N2
Method: DFT, ωB97M-V with the def2-TZVPD basis set

Each line ends with the natural charge from an NBO analysis.
Positions of all 12 atoms, in Å:
N (-2.628, -0.663, -1.625)  -0.32
C (-1.950, -0.614, -0.685)  0.24
C (-0.934, 1.109, 0.423)  -0.24
C (-1.383, -0.142, 0.543)  -0.35
C (1.878, -0.662, -0.466)  -0.04
N (2.130, 0.388, 0.197)  -0.60
H (-0.546, 1.439, -0.537)  0.21
H (-1.075, 1.839, 1.207)  0.21
H (-1.659, -0.604, 1.488)  0.24
H (1.279, -0.579, -1.377)  0.16
H (2.201, -1.674, -0.195)  0.15
H (2.687, 0.164, 1.025)  0.33

Values from the calculation:
SMILES: C=CC#N.C=N
Maximum force in eV/Å: 1.20
Relative energy (zero: lowest compared OMol25 entry of this formula, charge and spin) in kJ/mol: 274.1
DFT total energy in hartree: -265.4312
Spin multiplicity: 1
E_HOMO in eV: -9.94



[3]
Molecular formula: C23H17N5O2S
Method: DFT, ωB97M-V with the def2-TZVPD basis set

Each line ends with the natural charge from an NBO analysis.
Positions of all 48 atoms, in Å:
N (-11.263, -2.076, 0.918)  -0.31
O (2.020, -2.061, -1.371)  -0.58
C (-10.133, -1.823, 1.029)  0.28
N (-4.738, -0.872, 2.116)  -0.45
N (7.467, 1.487, -1.761)  -0.44
O (-5.108, -2.087, -1.288)  -0.53
S (9.385, 3.342, -1.254)  0.24
C (2.283, -1.087, -0.664)  0.63
C (-4.220, -1.206, 0.963)  0.39
C (3.584, -0.456, -0.827)  -0.26
C (4.022, 0.777, -0.374)  -0.13
C (6.278, 0.884, -1.522)  0.08
C (7.797, 2.582, -1.072)  0.06
C (6.934, 3.110, -0.109)  -0.26
C (-8.391, -1.082, 2.622)  -0.19
C (-7.049, -0.870, 2.964)  -0.18
C (-2.172, -1.472, -0.489)  -0.15
C (-1.941, -0.503, 1.688)  -0.15
C (5.684, 2.535, 0.095)  -0.13
C (-0.807, -1.329, -0.695)  -0.23
C (-0.565, -0.385, 1.507)  -0.20
C (-7.778, -1.753, 0.370)  -0.21
C (-8.755, -1.516, 1.341)  -0.18
C (-6.088, -1.083, 2.000)  0.08
C (-2.779, -1.047, 0.708)  -0.14
C (5.317, 1.363, -0.606)  -0.15
C (0.019, -0.835, 0.337)  0.16
C (-6.436, -1.512, 0.721)  0.14
N (1.396, -0.573, 0.275)  -0.60
N (-5.235, -1.621, 0.077)  -0.09
C (9.594, 3.083, -3.060)  -0.72
H (-5.520, -1.466, -1.904)  0.48
H (4.293, -1.023, -1.374)  0.22
H (3.318, 1.338, 0.195)  0.19
H (6.077, 0.001, -2.097)  0.20
H (7.232, 4.000, 0.455)  0.23
H (-9.180, -0.951, 3.378)  0.23
H (-6.716, -0.512, 3.926)  0.23
H (-2.742, -1.850, -1.300)  0.23
H (-2.416, -0.059, 2.578)  0.24
H (5.049, 2.975, 0.855)  0.22
H (-0.397, -1.609, -1.616)  0.24
H (0.056, 0.073, 2.286)  0.20
H (-8.026, -2.122, -0.587)  0.23
H (1.738, 0.189, 0.842)  0.40
H (8.779, 3.566, -3.597)  0.22
H (10.527, 3.522, -3.375)  0.23
H (9.605, 2.011, -3.306)  0.24

Values from the calculation:
SMILES: CSc1ccc(/C=C/C(=O)Nc2ccc(-c3nc4ccc(C#N)cc4n3O)cc2)cn1
Maximum force in eV/Å: 3.68
Relative energy (zero: lowest compared OMol25 entry of this formula, charge and spin) in kJ/mol: 0.0
DFT total energy in hartree: -1709.0553
Spin multiplicity: 1
E_HOMO in eV: -8.37



[4]
Molecular formula: C60H160O20
Method: DFT, ωB97M-V with the def2-TZVPD basis set

Each line ends with the Löwdin charge.
Positions of all 240 atoms, in Å:
C (5.802, 1.452, 1.902)  -0.04
C (5.562, -0.056, 1.742)  -0.44
C (4.192, -0.482, 1.177)  -0.05
O (6.599, -0.633, 0.894)  -0.07
H (5.258, 1.808, 2.783)  0.06
H (5.372, 1.943, 1.035)  0.06
H (6.856, 1.733, 1.944)  0.08
H (5.804, -0.528, 2.693)  0.12
H (4.094, -0.005, 0.187)  0.08
H (3.381, -0.157, 1.857)  0.08
H (4.197, -1.564, 1.135)  0.06
H (6.592, -0.094, 0.103)  0.04
C (-0.071, -6.405, 2.475)  -0.06
C (-1.476, -5.979, 2.698)  -0.43
C (-1.732, -5.076, 3.882)  -0.05
O (-1.832, -5.260, 1.440)  -0.09
H (0.582, -5.590, 2.147)  0.07
H (0.031, -7.181, 1.701)  0.09
H (0.323, -6.820, 3.411)  0.09
H (-2.128, -6.864, 2.735)  0.14
H (-1.493, -5.561, 4.820)  0.08
H (-2.793, -4.809, 3.993)  0.09
H (-1.152, -4.164, 3.836)  0.07
H (-2.731, -5.004, 1.662)  0.06
C (2.016, 3.511, -3.220)  -0.04
C (3.467, 3.385, -2.735)  -0.39
C (3.532, 3.498, -1.226)  -0.05
O (3.968, 2.016, -3.075)  -0.10
H (1.702, 4.531, -3.087)  0.07
H (1.391, 2.920, -2.540)  0.07
H (1.806, 3.228, -4.256)  0.07
H (4.128, 4.090, -3.200)  0.13
H (2.840, 2.827, -0.758)  0.05
H (3.166, 4.485, -0.929)  0.09
H (4.528, 3.341, -0.815)  0.08
H (3.732, 1.874, -4.010)  0.09
C (-3.677, -3.104, -0.148)  -0.05
C (-5.003, -2.545, -0.546)  -0.47
C (-5.259, -2.288, -2.059)  -0.03
O (-5.921, -3.538, -0.091)  -0.05
H (-3.575, -3.213, 0.930)  0.07
H (-2.849, -2.455, -0.456)  0.07
H (-3.619, -4.104, -0.564)  0.09
H (-5.210, -1.590, -0.054)  0.11
H (-4.406, -1.762, -2.513)  0.07
H (-6.160, -1.699, -2.144)  0.07
H (-5.392, -3.201, -2.612)  0.06
H (-6.747, -3.447, -0.546)  0.07
C (1.084, -4.519, -5.482)  -0.05
C (2.192, -5.429, -5.057)  -0.51
C (2.807, -6.318, -6.076)  -0.05
O (3.179, -4.552, -4.473)  -0.08
H (0.834, -3.746, -4.757)  0.06
H (0.159, -5.096, -5.676)  0.09
H (1.379, -4.052, -6.436)  0.10
H (1.802, -6.062, -4.249)  0.13
H (3.573, -6.953, -5.579)  0.09
H (3.279, -5.703, -6.834)  0.09
H (2.060, -6.989, -6.542)  0.10
H (3.961, -5.118, -4.320)  0.11
C (-3.022, 4.479, 3.210)  -0.06
C (-4.225, 3.555, 3.249)  -0.47
C (-4.537, 2.841, 1.971)  -0.06
O (-4.091, 2.544, 4.293)  -0.07
H (-2.905, 4.892, 4.229)  0.09
H (-3.172, 5.324, 2.539)  0.07
H (-2.059, 3.988, 3.060)  0.06
H (-5.056, 4.203, 3.509)  0.13
H (-4.811, 3.519, 1.119)  0.09
H (-5.362, 2.171, 2.204)  0.07
H (-3.700, 2.241, 1.615)  0.07
H (-3.326, 1.990, 4.061)  0.05
C (1.674, -0.540, 7.953)  -0.06
C (2.142, 0.654, 7.171)  -0.51
C (3.388, 1.315, 7.693)  -0.05
O (2.289, 0.345, 5.774)  -0.09
H (0.977, -1.134, 7.394)  0.06
H (1.252, -0.267, 8.943)  0.10
H (2.583, -1.154, 8.192)  0.09
H (1.286, 1.330, 7.227)  0.13
H (3.203, 1.910, 8.619)  0.09
H (3.921, 1.895, 6.946)  0.08
H (4.072, 0.521, 8.046)  0.08
H (2.874, -0.445, 5.742)  0.06
C (8.543, 1.843, -1.717)  -0.06
C (7.409, 1.905, -2.664)  -0.50
C (7.634, 1.263, -3.989)  -0.05
O (6.330, 1.258, -1.946)  -0.09
H (8.164, 2.176, -0.749)  0.08
H (9.375, 2.498, -1.984)  0.09
H (8.926, 0.849, -1.563)  0.08
H (7.111, 2.930, -2.848)  0.13
H (7.892, 0.208, -3.802)  0.09
H (8.446, 1.681, -4.584)  0.08
H (6.700, 1.241, -4.550)  0.07
H (5.485, 1.518, -2.336)  0.02
C (3.717, -4.163, 3.938)  -0.04
C (3.348, -2.686, 3.927)  -0.47
C (1.896, -2.466, 3.791)  -0.06
O (3.798, -2.007, 5.146)  -0.06
H (3.101, -4.693, 4.662)  0.08
H (4.759, -4.373, 4.120)  0.08
H (3.407, -4.557, 2.953)  0.09
H (3.838, -2.205, 3.098)  0.09
H (1.582, -1.431, 3.968)  0.07
H (1.404, -3.112, 4.547)  0.09
H (1.495, -2.743, 2.800)  0.09
H (4.756, -1.985, 5.198)  0.10
C (-0.138, -4.504, -1.792)  -0.03
C (0.635, -4.063, -0.554)  -0.46
C (1.908, -3.329, -0.883)  -0.04
O (-0.199, -3.218, 0.306)  -0.10
H (-1.049, -5.003, -1.402)  0.08
H (0.443, -5.182, -2.452)  0.08
H (-0.367, -3.577, -2.325)  0.07
H (0.899, -4.929, 0.036)  0.11
H (2.452, -2.940, -0.006)  0.07
H (1.668, -2.445, -1.485)  0.07
H (2.588, -3.947, -1.462)  0.08
H (-0.838, -3.788, 0.783)  0.05
C (1.005, 3.201, 3.477)  -0.05
C (2.397, 2.844, 3.002)  -0.51
C (3.107, 4.048, 2.368)  -0.05
O (3.304, 2.449, 4.000)  -0.06
H (0.352, 3.464, 2.633)  0.07
H (1.043, 3.956, 4.269)  0.09
H (0.520, 2.315, 3.929)  0.07
H (2.260, 2.097, 2.227)  0.10
H (2.929, 4.866, 3.092)  0.08
H (2.626, 4.344, 1.449)  0.05
H (4.198, 3.955, 2.227)  0.08
H (2.889, 1.790, 4.589)  0.06
C (-1.771, 5.831, -2.353)  -0.05
C (-2.162, 5.003, -1.172)  -0.50
C (-1.067, 4.097, -0.678)  -0.04
O (-2.632, 5.815, -0.092)  -0.06
H (-1.931, 5.303, -3.260)  0.06
H (-0.730, 6.159, -2.352)  0.08
H (-2.424, 6.721, -2.372)  0.10
H (-3.052, 4.403, -1.421)  0.12
H (-0.211, 4.732, -0.377)  0.08
H (-0.799, 3.404, -1.494)  0.08
H (-1.438, 3.576, 0.226)  0.08
H (-1.919, 6.417, 0.135)  0.04
C (-4.995, 1.381, -1.244)  -0.05
C (-4.637, 1.259, -2.712)  -0.41
C (-5.824, 1.549, -3.692)  -0.04
O (-3.425, 2.110, -3.056)  -0.10
H (-5.921, 0.823, -1.033)  0.09
H (-5.202, 2.454, -1.046)  0.08
H (-4.162, 1.119, -0.580)  0.07
H (-4.298, 0.263, -2.983)  0.09
H (-6.186, 2.562, -3.640)  0.07
H (-6.655, 0.865, -3.446)  0.08
H (-5.549, 1.303, -4.713)  0.07
H (-3.569, 2.951, -2.564)  0.06
C (0.582, 0.777, 0.313)  -0.03
C (-0.838, 0.490, -0.121)  -0.43
C (-0.946, 0.130, -1.605)  -0.03
O (-1.425, -0.567, 0.714)  -0.09
H (1.186, -0.146, 0.415)  0.09
H (0.522, 1.179, 1.319)  0.06
H (1.119, 1.489, -0.299)  0.06
H (-1.433, 1.372, 0.118)  0.11
H (-0.586, 0.864, -2.330)  0.07
H (-1.978, -0.043, -1.815)  0.05
H (-0.437, -0.842, -1.743)  0.08
H (-0.935, -1.413, 0.596)  0.06
C (-1.366, 0.078, 5.676)  -0.04
C (-1.727, -0.466, 4.324)  -0.50
C (-3.001, -1.255, 4.250)  -0.04
O (-1.736, 0.640, 3.393)  -0.08
H (-2.254, 0.618, 6.070)  0.10
H (-0.476, 0.702, 5.635)  0.06
H (-1.206, -0.754, 6.361)  0.08
H (-0.889, -1.100, 4.017)  0.12
H (-2.931, -2.088, 4.952)  0.08
H (-3.167, -1.631, 3.235)  0.08
H (-3.801, -0.579, 4.533)  0.07
H (-1.664, 0.271, 2.471)  0.07
C (2.374, -0.935, -3.917)  -0.05
C (3.846, -1.154, -4.120)  -0.46
C (4.616, -1.673, -2.888)  -0.03
O (4.141, -1.961, -5.284)  -0.05
H (2.160, -0.266, -3.068)  0.08
H (1.841, -1.862, -3.802)  0.05
H (1.967, -0.464, -4.821)  0.07
H (4.357, -0.211, -4.307)  0.10
H (4.272, -2.666, -2.607)  0.06
H (4.532, -0.989, -2.038)  0.06
H (5.662, -1.751, -3.094)  0.07
H (3.665, -2.793, -5.216)  0.03
C (0.525, 9.324, 1.833)  -0.06
C (0.617, 7.895, 1.344)  -0.46
C (0.266, 6.858, 2.379)  -0.05
O (-0.223, 7.628, 0.169)  -0.08
H (0.818, 10.039, 1.069)  0.08
H (1.116, 9.490, 2.739)  0.09
H (-0.511, 9.519, 2.159)  0.09
H (1.652, 7.817, 1.002)  0.13
H (0.296, 5.807, 2.052)  0.06
H (-0.732, 7.045, 2.760)  0.08
H (0.947, 6.903, 3.224)  0.08
H (-0.067, 8.377, -0.436)  0.10
C (-8.229, -1.472, 4.417)  -0.05
C (-7.057, -0.631, 3.931)  -0.50
C (-6.559, -1.126, 2.602)  -0.07
O (-7.511, 0.725, 3.794)  -0.06
H (-7.876, -2.483, 4.511)  0.07
H (-9.080, -1.472, 3.758)  0.08
H (-8.540, -1.110, 5.389)  0.08
H (-6.248, -0.583, 4.643)  0.12
H (-7.453, -1.287, 2.029)  0.07
H (-6.031, -2.103, 2.665)  0.09
H (-5.896, -0.346, 2.185)  0.08
H (-6.820, 1.322, 4.123)  0.08
C (-0.789, -0.792, -6.575)  -0.05
C (-0.881, 0.201, -5.483)  -0.54
C (-0.404, 1.542, -5.917)  -0.05
O (-2.256, 0.186, -5.078)  -0.06
H (0.234, -1.015, -6.926)  0.09
H (-1.321, -0.367, -7.449)  0.10
H (-1.285, -1.701, -6.250)  0.06
H (-0.326, -0.193, -4.649)  0.10
H (0.679, 1.533, -6.050)  0.08
H (-0.656, 2.322, -5.176)  0.08
H (-0.899, 1.779, -6.840)  0.08
H (-2.455, 0.911, -4.455)  0.05
C (-4.703, -4.220, -5.524)  -0.07
C (-3.228, -4.096, -5.908)  -0.45
C (-2.451, -3.668, -4.682)  -0.07
O (-2.718, -5.417, -6.278)  -0.06
H (-5.121, -3.219, -5.288)  0.09
H (-4.832, -4.900, -4.678)  0.08
H (-5.299, -4.599, -6.362)  0.08
H (-3.166, -3.409, -6.728)  0.12
H (-2.590, -2.624, -4.453)  0.06
H (-1.404, -3.826, -4.865)  0.03
H (-2.745, -4.210, -3.747)  0.10
H (-3.418, -5.913, -6.695)  0.07

Values from the calculation:
Maximum force in eV/Å: 2.39
Relative energy (zero: lowest compared OMol25 entry of this formula, charge and spin) in kJ/mol: 0.0
DFT total energy in hartree: -3886.8076
Spin multiplicity: 1
E_HOMO in eV: -9.53



[5]
Molecular formula: C4H5NO3
Method: DFT, ωB97M-V with the def2-TZVPD basis set

Each line ends with the natural charge from an NBO analysis.
Positions of all 13 atoms, in Å:
C (-1.802, 0.036, -0.534)  0.12
C (0.076, 0.529, 0.040)  0.29
C (-0.888, -0.517, 0.460)  -0.54
C (1.627, -0.062, -0.141)  0.78
N (-1.089, 0.939, -1.080)  -0.38
O (0.220, 1.598, 0.907)  -0.71
O (2.636, 0.560, -0.178)  -0.54
O (1.498, -1.410, -0.254)  -0.71
H (-2.870, -0.321, -0.741)  0.19
H (-1.461, -0.362, 1.406)  0.24
H (-0.435, -1.540, 0.250)  0.26
H (0.250, 2.438, 0.379)  0.50
H (2.237, -1.888, -0.513)  0.50

Values from the calculation:
Maximum force in eV/Å: 3.06
Relative energy (zero: lowest compared OMol25 entry of this formula, charge and spin) in kJ/mol: 300.6
DFT total energy in hartree: -435.8060
Spin multiplicity: 1
E_HOMO in eV: -9.81